Entry 1:
Here is C40H95N11O32 as an isolated structure at a distorted geometry from OMol25. Energies are from wB97M-V/def2-TZVPD.

Computed properties:
E_LUMO: -0.3142 hartree
highest occupied orbital energy: -13.9 eV
maximum force: 8.018 eV/Å
orbital gap: 5.382 eV
charge: +4

Last column: Löwdin charge in e.
Geometry (Å):
O1 -2.2667 -3.5595 3.0536  0.12
O2 -6.9098 3.6003 0.7241  0.18
O3 1.2535 0.0607 4.5307  0.02
O4 1.3330 4.9771 -1.9407  0.10
O5 3.8352 3.8392 -2.7473  0.10
O6 -2.2550 5.6229 1.6125  -0.03
O7 0.0523 -1.2565 -2.1744  -0.03
O8 2.7391 -2.1107 -5.4947  0.00
O9 -1.5852 -5.7252 -2.5544  0.15
O10 1.1528 -3.4280 -5.1125  -0.02
O11 -0.3559 0.4713 -0.8145  -0.07
O12 4.8707 -2.3602 -3.2586  0.08
O13 -2.1744 5.7227 -0.5133  0.02
O14 6.1595 -1.2468 -1.7907  -0.03
O15 -4.4184 -1.6039 -2.0492  0.14
O16 2.3460 -6.4676 6.8953  0.19
O17 5.8150 -0.4730 -3.7987  -0.07
O18 -0.5538 4.7031 0.5045  0.08
O19 2.5732 -4.5230 -1.4504  0.10
O20 -4.1608 -2.7798 -0.1314  -0.01
O21 0.9909 -0.0843 2.3407  -0.02
O22 0.7257 -1.2848 -5.7364  0.09
O23 4.6648 1.7678 0.7140  0.12
O24 -6.3141 0.8185 -2.3500  0.15
O25 -6.1260 1.8639 -4.2155  0.06
O26 -0.1239 3.0889 -3.6846  0.07
O27 0.3238 -1.4857 0.0318  0.06
O28 -4.4057 1.4988 -3.1500  0.00
O29 1.5310 -4.0261 2.0333  0.10
O30 2.9595 -0.0262 3.2771  0.07
O31 -4.5022 -0.6784 -0.1873  -0.01
O32 -1.4094 4.0994 5.8561  0.14
N1 0.9579 -4.5106 6.6207  0.10
N2 -1.6383 -3.6488 -1.3602  0.15
N3 1.4163 6.7737 -3.6929  0.10
N4 -1.6946 1.4648 -2.9956  0.13
N5 3.5866 1.5784 -3.5769  0.12
N6 -6.3217 1.3125 1.0616  0.09
N7 -2.7048 5.1981 4.1932  0.07
N8 -3.4101 -1.3511 2.7144  0.10
N9 3.1833 -2.3197 1.5548  0.12
N10 2.5961 -5.2687 -3.6170  0.13
N11 4.6306 3.6098 2.2869  0.11
C1 2.1901 -5.4353 -2.1704  -0.34
C2 4.0293 2.6944 1.2211  -0.30
C3 2.4886 2.9233 0.8891  0.07
C4 -1.1890 3.1451 3.5509  0.03
C5 -4.4075 -1.7303 -0.7403  -0.91
C6 -4.6915 3.1883 0.0164  0.04
C7 2.5643 0.9738 -2.6400  0.03
C8 3.8626 -1.9346 0.2259  0.04
C9 0.0715 -6.8078 7.4734  0.05
C10 2.6723 -3.8202 1.6564  -0.27
C11 -1.5078 0.4723 -4.2611  0.08
C12 -2.2672 3.9864 -3.3983  0.03
C13 1.9317 5.8310 -4.7054  0.02
C14 1.4652 6.1765 -2.2414  -0.29
C15 5.6393 2.2285 -2.1983  0.03
C16 -4.1019 5.0006 4.5641  0.00
C17 -5.5953 1.3875 -3.2241  -1.01
C18 -1.5844 -4.5410 -2.6436  -0.30
C19 4.0126 -5.7387 -3.9236  0.04
C20 -2.1498 -0.6207 2.3590  0.01
C21 5.6235 -1.3470 -2.9067  -0.87
C22 -1.8175 4.0306 4.6893  -0.27
C23 1.6430 -0.0316 3.3856  -0.92
C24 0.4288 -4.3241 5.1606  0.06
C25 1.5357 -2.3011 -5.4058  -0.87
C26 1.2967 7.2531 -1.1858  0.04
C27 -6.0507 2.7824 0.5519  -0.32
C28 3.6537 -4.9947 1.3425  0.04
C29 -1.8835 -3.7747 -3.9611  0.04
C30 -0.7755 -4.0832 -0.1192  0.02
C31 -3.6801 -2.5988 4.8843  0.03
C32 1.3459 -6.5661 -1.7218  0.04
C33 -3.0466 -2.6763 3.4954  -0.26
C34 4.4432 2.8517 3.5975  0.05
C35 1.2260 -6.0281 6.8763  -0.36
C36 4.3632 2.7560 -2.8670  -0.30
C37 -1.2617 2.9248 -3.2588  -0.33
C38 0.0203 -0.7465 -1.0068  -0.77
C39 -1.6791 5.3710 0.5430  -0.90
C40 -7.8015 0.9495 1.0404  0.05
H1 5.5034 1.5095 -1.3904  0.07
H2 -0.5294 0.7158 -4.6754  0.06
H3 -1.2927 -2.7758 -1.7326  0.10
H4 -4.0385 3.5951 0.7886  0.08
H5 0.7118 -3.2984 4.9239  0.10
H6 6.2687 1.9275 -3.0358  0.11
H7 -2.6561 4.2165 -2.4064  0.07
H8 3.3789 2.8291 3.8319  0.11
H9 4.1148 -6.7755 -3.6031  0.10
H10 -1.8361 4.9597 -3.6329  0.09
H11 -0.3405 -6.4470 8.4158  0.11
H12 2.0003 1.9638 1.0596  0.08
H13 3.0498 -1.5085 -0.3623  0.09
H14 -4.6411 5.8789 4.2094  0.12
H15 1.8154 -3.9963 6.7633  0.17
H16 1.1685 6.7733 -0.2155  0.09
H17 -0.9505 -5.1199 0.1684  0.10
H18 5.0517 3.3773 4.3334  0.12
H19 4.2118 -5.9062 -4.9821  0.11
H20 -1.4983 -0.4521 3.2164  0.09
H21 -4.7752 -0.7259 -1.8965  0.06
H22 3.8589 -5.2460 0.3019  0.08
H23 0.3316 -0.8758 0.7731  0.04
H24 1.9057 6.4031 -5.6328  0.12
H25 -5.8777 0.6921 0.3998  0.08
H26 -0.6259 -4.4973 5.3741  0.09
H27 0.2855 -7.8761 7.5065  0.12
H28 0.4747 7.9258 -1.4307  0.11
H29 4.2205 4.5257 2.1728  0.17
H30 -8.0744 0.8778 2.0932  0.11
H31 0.9742 -6.3078 -0.7302  0.09
H32 1.1143 5.1104 -4.6807  0.09
H33 3.4380 -5.8978 1.9134  0.10
H34 -4.7380 -2.8368 4.7735  0.12
H35 3.0207 0.0381 4.2330  0.10
H36 -1.2873 1.0842 -2.1534  0.07
H37 2.9532 5.4942 -4.5284  0.10
H38 -6.8822 1.0252 -3.0958  0.09
H39 -3.0916 -3.2530 5.5275  0.09
H40 2.0333 -5.9533 -4.1014  0.16
H41 -2.6768 1.4667 -2.7602  0.07
H42 -0.1906 3.3487 3.1638  0.09
H43 -5.8879 1.0790 1.9433  0.15
H44 -2.4466 0.3566 1.9782  0.10
H45 3.1116 1.8779 -4.4165  0.17
H46 -2.0468 -4.4473 -4.8032  0.11
H47 2.4391 -1.6656 1.7508  0.09
H48 -3.0776 3.7355 -4.0828  0.12
H49 -1.6086 -0.5727 -3.9680  0.07
H50 -8.3706 1.6600 0.4409  0.11
H51 4.6005 -4.5655 1.6703  0.09
H52 4.8190 -5.0713 -3.6195  0.10
H53 0.8915 -5.0535 4.4957  0.10
H54 0.2383 -4.0524 -0.5184  0.06
H55 -4.4972 4.0353 4.2475  0.10
H56 -3.5574 -1.6584 5.4216  0.10
H57 2.3099 -4.4136 -4.0721  0.10
H58 1.3890 -0.6172 -5.9260  0.10
H59 0.4437 6.9913 -3.8569  0.19
H60 0.4244 -4.0112 7.3180  0.17
H61 1.9688 -7.4605 -1.7062  0.12
H62 -4.0343 -1.5008 1.9347  0.12
H63 -2.8217 -3.2307 -3.8522  0.09
H64 1.8969 1.6907 -2.1619  0.09
H65 4.2336 0.8764 -3.9064  0.11
H66 -1.9089 2.9388 2.7588  0.07
H67 -0.7859 -3.4446 0.7640  0.06
H68 -3.8573 -0.6799 3.3224  0.15
H69 3.1639 0.6363 -1.7946  0.08
H70 4.5778 -1.1271 0.3825  0.09
H71 -1.6109 -1.1237 1.5561  0.09
H72 -0.5177 4.3409 -0.3838  0.09
H73 -4.7474 3.8566 -0.8428  0.11
H74 2.1515 7.9287 -1.2151  0.10
H75 -1.1823 -3.0401 -4.3569  0.06
H76 4.2511 -2.8343 -0.2513  0.09
H77 5.5914 3.8561 2.0962  0.18
H78 2.3501 3.2429 -0.1437  0.07
H79 6.0590 3.1561 -1.8090  0.09
H80 -0.9955 2.1322 3.9039  0.07
H81 0.5552 -6.8026 -2.4337  0.09
H82 4.9303 1.8784 3.5400  0.11
H83 -2.4826 5.3097 3.2143  0.06
H84 -2.5718 -3.3871 -1.0770  0.10
H85 -2.2027 0.7916 -5.0377  0.10
H86 2.1874 0.0571 -3.0936  0.11
H87 2.0996 7.5065 -3.5654  0.17
H88 3.9297 -2.1404 2.2112  0.15
H89 2.1491 3.6049 1.6690  0.07
H90 -4.3052 2.2986 -0.4810  0.07
H91 -7.7565 0.0022 0.5031  0.11
H92 4.4510 -2.1666 -4.1000  0.07
H93 -2.2924 6.0394 4.5704  0.18
H94 -4.2774 5.0392 5.6392  0.11
H95 -0.6358 -6.5204 6.6955  0.08

=====

Entry 2:
Here is a 7-piece molecular cluster, C41H101FN7O14S overall at a distorted geometry from OMol25. Energies are from wB97M-V/def2-TZVPD.

Computed properties:
E_LUMO: 0.0532 hartree
highest occupied orbital energy: -2.9 eV
maximum force: 1.674 eV/Å
orbital gap: 4.311 eV
energy relative to the best compared isomer or geometry (same formula, charge and spin): 0.0 kcal per mole
charge: -1

Last column: Löwdin charge in e.
Geometry (Å):
S1 5.3144 -8.1339 -6.7120  0.57
F1 6.6717 -8.8034 -6.1909  -0.22
O1 -1.1837 0.5434 7.6180  -0.21
O2 3.3347 -5.3905 -1.7981  -0.20
O3 4.5293 4.9908 9.9626  -0.18
O4 1.5144 4.0842 6.6533  -0.19
O5 -8.7169 4.3702 1.0903  -0.19
O6 -1.7300 1.2790 3.2083  -0.20
O7 0.3719 -2.2975 -0.0374  -0.20
O8 0.0397 2.2040 -0.6039  -0.18
O9 0.3742 -0.4447 -8.9830  -0.19
O10 3.8770 -3.2655 -8.6671  -0.18
O11 4.3024 -9.1073 -6.3588  -0.34
O12 5.5087 -7.9964 -8.1331  -0.34
O13 -5.6744 2.0865 -1.4331  -0.17
O14 -3.3244 4.5746 0.9984  -0.22
N1 -8.7761 2.4160 -1.1522  -0.05
N2 2.4660 2.7715 9.1470  -0.04
N3 -0.4182 4.7352 1.1331  -0.04
N4 0.2717 -4.7095 -1.8967  -0.05
N5 -2.6336 -0.7628 5.4025  -0.05
N6 3.2825 -0.2146 -8.4047  -0.05
N7 7.9817 -6.8846 -4.2644  -0.01
C1 4.1500 -5.8301 -6.5024  -0.16
C2 -0.0590 -0.4539 -7.6385  -0.12
C3 3.3896 -4.0973 -1.2400  -0.10
C4 0.7169 3.2801 7.5136  -0.23
C5 -1.5806 -0.1293 3.1643  -0.21
C6 -5.6662 3.1124 -0.4506  -0.09
C7 -2.2956 1.2457 8.1359  -0.11
C8 -3.4302 3.8338 2.2010  -0.09
C9 0.3256 -1.2345 -0.9686  -0.10
C10 4.1485 5.5455 8.7168  -0.10
C11 5.0738 -6.9769 -4.4039  -0.28
C12 -1.2828 5.6625 0.4151  -0.21
C13 -9.7148 3.3788 0.8928  -0.22
C14 4.4998 -2.2283 -9.3869  -0.23
C15 -1.4321 -1.2674 6.0509  -0.21
C16 0.5847 3.4857 -0.8482  -0.22
C17 2.2686 -6.2142 -1.3881  -0.22
C18 0.7786 4.3126 0.4150  -0.20
C19 -1.3772 2.1560 -0.5283  -0.09
C20 2.4695 -3.3309 -8.7529  -0.09
C21 3.4766 4.4860 10.7560  -0.23
C22 -0.1959 -4.6046 -0.5210  -0.23
C23 2.6045 0.2141 -9.6193  -0.22
C24 -2.6025 5.7895 1.1358  -0.21
C25 -8.0001 1.3555 -1.7891  -0.20
C26 1.1914 0.6615 -9.3331  -0.23
C27 5.3000 -6.6272 -5.8865  -0.44
C28 -1.1320 1.9155 4.3255  -0.10
C29 -1.3894 -0.8597 7.5027  -0.21
C30 4.5536 -0.8996 -8.6432  -0.20
C31 0.9687 -5.9779 -2.1474  -0.19
C32 -9.1372 2.1502 0.2322  -0.22
C33 -8.8804 5.5300 0.3011  -0.12
C34 -6.6137 1.0533 -1.2373  -0.23
C35 3.0834 3.0493 10.4387  -0.20
C36 1.1726 3.4079 8.9468  -0.21
C37 -2.6345 -0.8971 3.9492  -0.19
C38 -0.6906 -3.2306 -0.1381  -0.23
C39 5.7373 -5.9753 -3.4673  -0.21
C40 2.3306 3.3524 5.7604  -0.11
C41 7.2548 -5.7879 -3.6658  -0.29
H1 -3.6142 -0.5655 3.5984  0.12
H2 -8.1485 6.2593 0.6411  0.09
H3 4.1721 4.8006 7.9170  0.07
H4 -8.5932 0.4360 -1.7716  0.12
H5 4.4400 -3.8061 -1.2028  0.09
H6 3.0943 3.0768 8.4177  0.07
H7 4.0546 -2.1271 -10.3853  0.11
H8 7.6938 -5.6078 -2.6887  0.08
H9 2.5425 -0.5860 -10.3693  0.11
H10 -0.9470 3.9055 1.3617  0.06
H11 1.1743 1.4299 -8.5558  0.12
H12 3.1364 2.8222 6.2811  0.08
H13 2.1012 -2.9733 -9.7184  0.09
H14 3.1555 5.9988 8.7600  0.09
H15 2.1224 -6.1627 -0.3015  0.11
H16 -10.5537 3.7743 0.3146  0.12
H17 4.8738 6.3191 8.4668  0.09
H18 -1.4662 -2.8739 -0.8219  0.12
H19 1.1023 -0.5271 -0.6916  0.09
H20 5.2720 -5.0137 -3.6553  0.09
H21 -9.8831 1.3510 0.2554  0.12
H22 5.4139 -7.9786 -4.1805  0.08
H23 -4.1023 3.0001 2.0156  0.08
H24 1.3775 5.1969 0.1768  0.12
H25 1.1962 -6.0374 -3.2125  0.12
H26 -6.6407 0.7535 -0.1819  0.11
H27 4.5253 -4.8901 -6.8801  0.04
H28 0.4367 2.9276 9.5984  0.12
H29 4.0044 -6.9650 -4.1960  0.09
H30 0.5922 -4.8607 0.1994  0.10
H31 -6.2269 0.1947 -1.7916  0.12
H32 0.5058 -1.5678 -1.9971  0.09
H33 2.6785 -0.8419 -7.8950  0.07
H34 1.5741 3.3121 -1.2781  0.12
H35 3.9900 2.4437 10.4962  0.12
H36 3.1637 1.0460 -10.0581  0.12
H37 -7.8793 1.6327 -2.8378  0.12
H38 -1.1328 -3.3101 0.8612  0.11
H39 0.8991 -3.9460 -2.1043  0.07
H40 -0.2402 1.3829 4.6634  0.08
H41 7.5770 -7.7727 -4.0507  0.04
H42 -10.0892 3.0994 1.8818  0.12
H43 0.0039 4.0123 -1.6151  0.11
H44 -1.0173 -5.3152 -0.3886  0.12
H45 2.1879 -4.3763 -8.6339  0.09
H46 -0.8403 2.9225 4.0216  0.09
H47 3.6524 -6.3611 -7.3032  0.05
H48 0.7693 1.0946 -10.2455  0.12
H49 -0.5148 -0.8878 5.5789  0.11
H50 3.8522 4.4971 11.7822  0.12
H51 0.7662 -0.6347 -6.9406  0.08
H52 5.2203 -0.2160 -9.1792  0.11
H53 2.8701 -3.3625 -1.8643  0.08
H54 -2.5513 -1.9579 3.6965  0.12
H55 1.9865 -2.7699 -7.9466  0.07
H56 -4.6592 3.5187 -0.3975  0.07
H57 -0.5597 -0.4113 3.4443  0.12
H58 5.5292 -2.5602 -9.5422  0.12
H59 -1.7310 2.2790 0.4994  0.07
H60 -0.5475 0.4880 -7.3766  0.08
H61 -2.2957 -1.1687 8.0286  0.12
H62 -9.8814 5.9551 0.4237  0.09
H63 -1.8461 2.9067 -1.1693  0.09
H64 2.4129 2.6900 11.2256  0.12
H65 -3.8389 4.4390 3.0173  0.10
H66 5.5014 -6.2250 -2.4427  0.08
H67 3.4032 -5.5806 -5.7517  0.06
H68 1.1954 4.4805 9.1902  0.11
H69 -8.7039 5.3315 -0.7620  0.08
H70 1.3692 3.7089 1.1070  0.12
H71 -8.2758 1.8284 0.8347  0.11
H72 -1.5017 5.3347 -0.6111  0.11
H73 -1.4192 -2.3581 5.9829  0.13
H74 -8.2400 3.2709 -1.1903  0.07
H75 0.7110 2.2359 7.1963  0.11
H76 2.6043 -7.2313 -1.6057  0.13
H77 -3.1350 1.2628 7.4315  0.08
H78 -0.3077 3.6580 7.4389  0.12
H79 8.0511 -6.7668 -5.2544  0.04
H80 -6.3333 3.9326 -0.7354  0.08
H81 0.2721 -6.7925 -1.9265  0.12
H82 -2.4624 3.4279 2.4886  0.05
H83 -0.6392 -0.7239 -0.9153  0.06
H84 -2.6320 0.8123 9.0823  0.09
H85 -3.1988 6.5791 0.6687  0.12
H86 -5.9486 2.7358 0.5361  0.09
H87 -1.6956 -0.4047 2.1134  0.12
H88 1.7431 2.6309 5.1857  0.07
H89 5.0104 -1.0880 -7.6705  0.12
H90 -1.8335 2.0161 5.1594  0.08
H91 7.4023 -4.9084 -4.2715  0.09
H92 2.6186 5.1690 10.7331  0.11
H93 2.9802 -4.0692 -0.2258  0.09
H94 -0.5387 -1.3539 7.9791  0.12
H95 -0.7806 -1.2613 -7.5351  0.09
H96 -1.9793 2.2707 8.3168  0.07
H97 -2.4554 6.0578 2.1846  0.12
H98 -1.6949 1.1703 -0.8638  0.07
H99 2.7758 4.0647 5.0695  0.09
H100 -0.7928 6.6385 0.3601  0.12
H101 -2.7372 0.2151 5.6318  0.07